A 3-piece molecular cluster, C5H12O2 overall, computed with ωB97M-V/def2-TZVPD.

## Properties
Net charge = 0
SMILES = C=CC(=C)C.O.O

Last column: natural (NBO) charge in e.
Element x y z (Å)
C: -1.327 1.256 -1.654  -0.6468
C: 0.104 1.055 -1.172  -0.0299
C: 0.724 1.929 -0.365  -0.4160
C: 1.990 -0.557 -1.137  -0.3693
C: 0.892 -0.069 -1.731  -0.2196
H: -1.296 2.136 -2.288  0.2304
H: -1.643 0.303 -2.070  0.2199
H: -1.965 1.489 -0.802  0.2331
H: 0.204 2.722 0.165  0.1957
H: 1.798 2.048 -0.295  0.2025
H: 2.208 -0.210 -0.136  0.1902
H: 2.490 -1.440 -1.504  0.2066
H: 0.477 -0.562 -2.604  0.2052
H: -0.612 -0.956 2.030  0.4483
H: -0.251 -0.218 0.823  0.4799
O: -1.010 -0.696 1.194  -0.9316
H: -0.369 -2.820 4.438  0.4734
H: -1.304 -2.360 3.233  0.4702
O: -1.110 -3.051 3.876  -0.9422

=====

C5H12O2 as an isolated structure, computed with ωB97M-V/def2-TZVPD.

## Properties
Net charge = 0

Last column: natural (NBO) charge in e.
Element x y z (Å)
C: -0.795 2.188 1.127  -0.6024
C: -1.220 0.750 0.807  -0.4204
C: -0.329 0.182 -0.294  0.0391
O: 1.119 0.355 0.196  -0.7252
C: -0.260 -1.251 -0.681  0.1131
C: 1.621 -1.114 -1.277  -0.6064
O: -0.479 -2.081 0.440  -0.7298
H: 0.240 2.215 1.477  0.2269
H: -0.853 2.816 0.229  0.1979
H: -1.442 2.634 1.888  0.2056
H: -1.152 0.114 1.696  0.2135
H: -2.274 0.750 0.503  0.2055
H: -0.470 0.761 -1.224  0.1946
H: 1.213 -0.368 0.848  0.4644
H: -0.832 -1.610 -1.562  0.1682
H: 2.573 -1.254 -0.695  0.2055
H: 1.448 -1.986 -1.852  0.1583
H: 1.830 -0.236 -1.922  0.2138
H: 0.062 -2.864 0.295  0.4777

=====

A 3-piece molecular cluster, C5H12O2 overall, computed with ωB97M-V/def2-TZVPD.

## Properties
Net charge = 0
SMILES = C=C/C=C/C.O.O

Last column: natural (NBO) charge in e.
Element x y z (Å)
C: 0.165 -1.573 -1.196  -0.4410
C: 0.515 -1.120 -0.007  -0.1946
C: 0.233 -1.476 1.349  -0.2382
C: 0.265 -0.491 2.303  -0.1351
C: -0.596 -0.368 3.546  -0.6481
H: 0.507 -0.824 -1.975  0.1959
H: -0.762 -2.172 -1.343  0.2046
H: 1.493 -0.484 0.076  0.2014
H: -0.259 -2.462 1.632  0.2015
H: 0.450 0.458 1.853  0.1859
H: -1.329 -1.179 3.633  0.2162
H: -1.121 0.596 3.408  0.2246
H: 0.037 -0.271 4.462  0.2225
H: 0.852 3.948 -2.206  0.4677
H: 0.564 2.681 -3.094  0.4891
O: 0.377 3.105 -2.260  -0.9598
H: -0.868 0.658 -2.706  0.4872
H: 0.021 0.132 -3.872  0.4709
O: -0.545 0.843 -3.603  -0.9508

=====

One molecule with the formula C5H12O2, computed with ωB97M-V/def2-TZVPD.

## Properties
Net charge = 0
SMILES = CC[C@@H](O)[C@@H](C)O

Last column: natural (NBO) charge in e.
Element x y z (Å)
C: 2.307 0.173 1.338  -0.6081
C: 0.875 0.605 1.039  -0.4232
C: 0.309 -0.066 -0.211  0.0782
O: 0.370 -1.480 -0.115  -0.7219
C: -1.146 0.354 -0.474  0.0790
C: -1.620 -0.066 -1.855  -0.6459
O: -1.958 -0.227 0.551  -0.7330
H: 2.369 -0.918 1.405  0.2181
H: 2.988 0.495 0.541  0.2001
H: 2.664 0.599 2.280  0.2081
H: 0.214 0.363 1.883  0.2075
H: 0.824 1.695 0.908  0.2017
H: 0.926 0.197 -1.080  0.1739
H: -0.221 -1.698 0.621  0.4681
H: -1.232 1.443 -0.364  0.1722
H: -1.474 -1.145 -1.981  0.2190
H: -2.679 0.175 -1.998  0.2134
H: -1.048 0.442 -2.639  0.2217
H: -2.466 -0.943 0.151  0.4711

=====

A 2-piece molecular cluster, C5H12O2 overall, computed with ωB97M-V/def2-TZVPD.

## Properties
Net charge = 0
SMILES = C=CCCCO.O

Last column: natural (NBO) charge in e.
Element x y z (Å)
C: -0.693 0.670 -1.428  -0.0662
O: 0.264 1.071 -2.413  -0.7232
C: -0.173 -0.593 -0.686  -0.4173
C: -1.117 -1.815 -0.422  -0.4404
C: -0.383 -2.763 0.481  -0.1724
C: -0.554 -2.678 1.794  -0.3992
H: -0.801 1.453 -0.676  0.1654
H: -1.543 0.437 -2.067  0.1857
H: 1.111 1.281 -2.009  0.4600
H: 0.231 -0.271 0.284  0.1909
H: 0.738 -0.958 -1.177  0.2047
H: -2.076 -1.404 -0.101  0.2079
H: -1.307 -2.259 -1.401  0.2088
H: 0.378 -3.347 -0.018  0.2069
H: -0.164 -3.451 2.452  0.1943
H: -1.161 -1.966 2.338  0.1941
H: 1.765 5.217 1.323  0.4723
H: 3.109 5.483 2.093  0.4724
O: 2.379 5.892 1.631  -0.9448

=====

A 3-piece molecular cluster, C5H12O2 overall, computed with ωB97M-V/def2-TZVPD.

## Properties
Net charge = 0
SMILES = CCC=O.C=C.O

Last column: natural (NBO) charge in e.
Element x y z (Å)
C: -2.155 -1.601 1.648  -0.6014
C: -1.066 -1.586 0.570  -0.5135
C: -0.191 -0.381 0.725  0.4470
O: 1.011 -0.452 0.959  -0.5595
C: 0.799 0.899 -2.249  -0.3968
C: 2.057 1.103 -1.877  -0.3914
O: 1.201 2.352 0.890  -0.9672
H: -2.811 -2.468 1.528  0.2222
H: -1.706 -1.649 2.645  0.2153
H: -2.773 -0.698 1.599  0.2109
H: -1.527 -1.549 -0.426  0.2238
H: -0.429 -2.473 0.622  0.2273
H: -0.674 0.611 0.649  0.1404
H: 1.420 1.411 1.003  0.4845
H: 0.287 1.539 -2.956  0.1974
H: 0.216 0.077 -1.848  0.1828
H: 2.643 1.926 -2.269  0.1996
H: 2.547 0.469 -1.147  0.2098
H: 1.151 2.472 -0.066  0.4688

=====

A 2-piece molecular cluster, C5H12O2 overall, computed with ωB97M-V/def2-TZVPD.

## Properties
Net charge = 0
SMILES = C/C=C(/O)CCO.[H][H]

Last column: natural (NBO) charge in e.
Element x y z (Å)
C: 2.457 -1.447 0.667  -0.6284
C: 1.755 -0.213 1.154  -0.2874
C: 0.643 0.345 0.667  0.3091
O: 0.192 1.510 1.223  -0.7005
C: -0.172 -0.166 -0.496  -0.4917
C: -1.662 -0.279 -0.196  -0.0641
O: -2.182 1.044 -0.035  -0.7472
H: 3.464 -1.210 0.302  0.2114
H: 2.579 -2.178 1.476  0.2107
H: 1.929 -1.949 -0.150  0.1996
H: -1.711 1.975 -3.024  -0.0137
H: 2.219 0.313 1.987  0.2080
H: 0.190 -1.147 -0.813  0.2280
H: -0.699 1.690 0.877  0.4985
H: -0.054 0.512 -1.353  0.2271
H: -1.879 1.859 -2.307  0.0083
H: -1.822 -0.868 0.718  0.1745
H: -2.174 -0.781 -1.029  0.1731
H: -3.074 0.990 0.330  0.4848

=====

C5H12O2 as an isolated structure, computed with ωB97M-V/def2-TZVPD.

## Properties
Net charge = 0

Last column: natural (NBO) charge in e.
Element x y z (Å)
C: 2.311 -0.024 0.771  -0.5968
C: 0.973 0.724 0.697  -0.4308
C: -0.178 -0.210 0.400  -0.0888
O: -0.570 -0.995 1.538  -0.7513
C: -1.360 0.074 -0.353  0.1133
C: -1.406 0.947 -1.572  -0.6597
O: -1.280 -1.636 -1.128  -0.8790
H: 2.247 -0.885 1.449  0.1932
H: 2.586 -0.415 -0.214  0.2101
H: 3.122 0.618 1.133  0.2068
H: 0.784 1.213 1.668  0.1921
H: 1.041 1.532 -0.041  0.2152
H: -0.238 -1.221 -0.646  0.4230
H: 0.146 -0.975 2.181  0.4718
H: -2.322 -0.082 0.137  0.2094
H: -0.448 0.976 -2.099  0.2229
H: -2.162 0.560 -2.260  0.2413
H: -1.690 1.971 -1.300  0.2298
H: -1.555 -2.170 -0.361  0.4775

=====

C5H12O2 as an isolated structure, computed with ωB97M-V/def2-TZVPD.

## Properties
Net charge = 0

Last column: natural (NBO) charge in e.
Element x y z (Å)
C: 2.232 -0.023 1.203  -0.6054
C: 0.793 0.489 1.232  -0.4349
C: 0.115 0.535 -0.135  0.0096
O: 0.199 -0.926 -0.684  -0.6252
C: -1.289 0.861 -0.275  -0.1827
C: -1.117 -0.940 -1.924  -0.3418
O: -2.039 0.452 0.873  -0.7667
H: 2.277 -1.072 0.890  0.2054
H: 2.838 0.555 0.494  0.2012
H: 2.704 0.059 2.188  0.2095
H: 0.174 -0.100 1.918  0.2153
H: 0.772 1.515 1.621  0.2181
H: 0.722 1.088 -0.858  0.2009
H: -0.228 -1.444 0.024  0.4912
H: -1.498 1.898 -0.565  0.1548
H: -0.783 -1.952 -2.178  0.1707
H: -2.177 -0.910 -1.710  0.2038
H: -0.809 -0.211 -2.664  0.2103
H: -2.886 0.126 0.552  0.4661

=====

A 3-piece molecular cluster, C5H12O2 overall, computed with ωB97M-V/def2-TZVPD.

## Properties
Net charge = 0

Last column: natural (NBO) charge in e.
Element x y z (Å)
C: -1.770 -0.802 -0.876  -0.6497
C: -0.699 0.259 -0.822  0.1309
C: -0.542 0.925 0.538  0.0501
O: -0.801 -0.048 1.539  -0.7129
C: 0.881 1.452 0.531  -0.4469
C: 1.733 0.252 0.125  -0.0627
O: 0.890 -0.379 -0.810  -0.5947
H: -1.760 -1.255 -1.871  0.2224
H: -1.644 -1.580 -0.120  0.2465
H: -2.746 -0.332 -0.713  0.2240
H: -0.843 1.032 -1.588  0.1956
H: 0.884 -3.395 -0.764  -0.0334
H: -1.239 1.770 0.619  0.1717
H: -0.544 0.347 2.379  0.4718
H: 1.260 1.816 1.493  0.2042
H: 1.100 2.218 -0.224  0.2188
H: 1.854 -0.378 1.014  0.1586
H: 2.687 0.520 -0.337  0.1850
H: 1.298 -2.421 -0.114  0.0205

=====

A 2-piece molecular cluster, C5H12O2 overall, computed with ωB97M-V/def2-TZVPD.

## Properties
Net charge = 0
SMILES = C=CCCCO.O

Last column: natural (NBO) charge in e.
Element x y z (Å)
C: 0.870 -0.221 1.824  -0.0652
O: 0.121 -1.047 2.711  -0.7308
C: 0.997 -0.899 0.465  -0.4148
C: -0.339 -1.230 -0.213  -0.4559
C: -0.810 -0.089 -1.073  -0.1911
C: -0.669 -0.036 -2.396  -0.4033
H: 0.451 0.779 1.709  0.1590
H: 1.867 -0.161 2.264  0.1788
H: -0.696 -0.620 2.982  0.4717
H: 1.637 -1.778 0.582  0.2119
H: 1.623 -0.303 -0.214  0.2122
H: -0.238 -2.137 -0.799  0.2160
H: -1.058 -1.356 0.598  0.2149
H: -1.489 0.606 -0.572  0.1903
H: -0.953 0.897 -2.870  0.2060
H: -0.330 -0.924 -2.908  0.2038
H: -0.452 3.209 -0.012  0.4636
H: -0.350 2.190 -1.148  0.4739
O: -0.181 3.118 -0.930  -0.9408

=====

A 2-piece molecular cluster, C5H12O2 overall, computed with ωB97M-V/def2-TZVPD.

## Properties
Net charge = 0
SMILES = C/C=C(/O)CCO.[H][H]

Last column: natural (NBO) charge in e.
Element x y z (Å)
C: 2.470 -1.411 0.652  -0.6282
C: 1.757 -0.178 1.127  -0.2884
C: 0.622 0.345 0.652  0.3098
O: 0.157 1.511 1.193  -0.7001
C: -0.207 -0.215 -0.477  -0.4920
C: -1.693 -0.315 -0.152  -0.0644
O: -2.214 1.014 -0.062  -0.7470
H: 3.462 -1.163 0.253  0.2114
H: 2.628 -2.119 1.475  0.2106
H: 1.930 -1.942 -0.138  0.1996
H: -1.543 2.042 -3.015  -0.0131
H: 2.229 0.376 1.937  0.2079
H: 0.153 -1.209 -0.754  0.2281
H: -0.732 1.682 0.838  0.4983
H: -0.102 0.424 -1.365  0.2278
H: -1.757 1.896 -2.316  0.0080
H: -1.838 -0.850 0.797  0.1742
H: -2.215 -0.866 -0.946  0.1731
H: -3.107 0.979 0.301  0.4846

=====

We obtain relative energy (zero: lowest compared OMol25 entry of this formula, charge and spin) values of 2.272 3.924 3.030 0.553 2.149 1.734 2.046 4.029 5.810 4.837 1.865 2.049 eV for the records listed above, in that order.